No. 1
C44H50BIrN8O4S4 as an isolated structure at a distorted geometry. Source: the Open Molecules 2025 dataset; level of theory: the ωB97M-V functional and the def2-TZVPD basis.

Results
charge: +1
highest occupied orbital energy (alpha / beta): -0.35793 / -0.35123 hartree
E: -113396.664 eV
spin multiplicity: 2
F_max: 5.25 eV/A
Kohn-Sham gap (alpha / beta): 0.19325 / 0.17007 hartree
expectation value of S²: 1.08

Each line ends with the Mulliken spin population.
Positions of all 112 atoms, in Å:
Ir -0.818 -0.319 0.004  -0.104
C -4.639 -1.066 2.410  -0.003
C -3.903 -0.246 1.557  -0.006
N -2.847 -0.905 1.105  -0.041
N -2.892 -2.142 1.606  0.007
C -3.963 -2.269 2.401  0.000
B -2.025 -3.255 1.013  0.017
N -2.143 -3.079 -0.516  0.001
C -2.728 -3.928 -1.371  0.000
C -2.744 -3.356 -2.628  -0.003
C -2.142 -2.114 -2.448  0.007
N -1.784 -1.966 -1.177  -0.019
N -0.574 -3.058 1.473  -0.016
C 0.200 -3.946 2.106  0.006
C 1.451 -3.388 2.284  -0.017
C 1.349 -2.120 1.719  0.017
N 0.123 -1.945 1.241  -0.011
H -5.538 -0.818 2.934  0.000
H -4.107 0.760 1.253  -0.001
H -4.166 -3.191 2.906  0.000
H -2.414 -4.320 1.349  0.000
H -3.114 -4.867 -1.036  0.000
H -3.134 -3.774 -3.531  0.000
H -1.980 -1.343 -3.173  0.000
H -0.178 -4.901 2.409  0.001
H 2.310 -3.824 2.748  0.000
H 2.100 -1.360 1.627  -0.001
O -1.660 1.760 0.509  -0.006
S -2.322 3.091 0.560  -0.004
C -0.995 4.214 1.215  -0.001
C -0.412 3.728 2.530  0.001
C 1.083 4.019 2.684  0.000
C 1.948 3.120 1.819  0.000
S 1.838 1.287 2.147  0.000
O 0.455 0.864 1.798  -0.030
C 1.843 1.337 3.957  0.000
C 2.997 1.688 4.638  0.000
C 2.998 1.651 6.022  0.000
C 1.855 1.261 6.705  0.000
C 0.711 0.898 6.013  0.000
C 0.707 0.927 4.630  0.000
C -3.368 3.074 2.052  -0.003
C -3.133 2.153 3.061  0.001
C -3.992 2.099 4.144  0.000
C -5.082 2.953 4.213  0.000
C -5.320 3.860 3.193  0.000
C -4.470 3.913 2.100  0.000
H -1.441 5.202 1.292  0.000
H -0.257 4.218 0.415  0.000
H -0.543 2.650 2.596  0.000
H -0.953 4.181 3.360  0.000
H 1.355 3.877 3.730  0.000
H 1.300 5.062 2.436  0.000
H 3.005 3.352 1.951  0.000
H 1.689 3.212 0.765  0.000
H 3.886 1.982 4.098  0.000
H 3.892 1.916 6.566  0.000
H 1.863 1.230 7.783  0.000
H -0.174 0.581 6.544  0.000
H -0.159 0.622 4.061  -0.001
H -2.307 1.462 2.976  -0.001
H -3.820 1.377 4.929  0.000
H -5.760 2.903 5.051  0.000
H -6.178 4.511 3.246  0.000
H -4.670 4.597 1.291  0.000
O -3.271 3.012 -6.814  0.003
S -2.391 1.936 -6.487  -0.002
O -2.416 0.756 -7.293  0.004
N -2.566 1.541 -4.863  0.042
C -1.534 1.905 -4.197  0.009
S -1.526 1.801 -2.495  0.120
C -0.403 2.484 -4.952  -0.007
C 0.826 2.943 -4.502  -0.002
C 1.724 3.442 -5.435  0.001
C 1.397 3.515 -6.781  -0.002
C 0.156 3.077 -7.230  0.002
C -0.711 2.558 -6.302  -0.003
H 1.072 2.928 -3.452  -0.001
H 2.691 3.795 -5.108  0.000
H 2.105 3.927 -7.484  0.000
H -0.133 3.148 -8.266  0.000
C 0.267 -5.936 -1.054  0.005
C 1.347 -4.929 -1.313  -0.094
C 2.654 -5.328 -1.599  0.281
C 3.629 -4.383 -1.929  -0.053
C 5.016 -4.825 -2.288  -0.004
C 3.318 -3.041 -1.922  0.149
C 2.022 -2.570 -1.542  0.122
C 1.060 -3.586 -1.278  0.001
N 1.618 -1.316 -1.403  0.558
C 2.408 -0.166 -1.747  -0.137
C 1.543 1.062 -1.451  0.020
C 3.687 -0.035 -0.892  0.064
C 2.747 -0.148 -3.251  0.063
H 0.611 -6.944 -1.269  -0.003
H -0.602 -5.728 -1.677  -0.003
H -0.049 -5.882 -0.013  -0.004
H 2.909 -6.378 -1.601  0.008
H 5.119 -5.901 -2.182  -0.002
H 5.747 -4.344 -1.641  -0.004
H 5.245 -4.553 -3.318  -0.004
H 4.093 -2.353 -2.215  0.023
H 0.065 -3.259 -1.066  0.124
H 1.027 0.926 -0.494  -0.049
H 0.779 1.160 -2.216  0.011
H 2.143 1.969 -1.419  0.002
H 3.412 0.134 0.145  -0.016
H 4.269 0.814 -1.240  -0.001
H 4.316 -0.915 -0.928  0.004
H 1.833 -0.210 -3.838  -0.011
H 3.385 -0.975 -3.540  -0.002
H 3.252 0.781 -3.502  -0.002


No. 2
C44H50ClN2O3Se4TeTl as an isolated structure. Source: the Open Molecules 2025 dataset; level of theory: the ωB97M-V functional and the def2-TZVPD basis.

Results
charge: -2
highest occupied orbital energy: -0.07390 hartree
E: -341462.095 eV
spin multiplicity: 1
F_max: 0.88 eV/A
Kohn-Sham gap: 0.21392 hartree

Each line ends with the Löwdin charge.
Positions of all 106 atoms, in Å:
Tl 0.063 -0.586 -0.033  0.441
Cl -4.248 -5.929 -4.070  0.553
C -3.371 -4.894 -2.944  -0.688
C -3.246 -5.290 -1.595  -0.127
C -2.598 -4.490 -0.702  0.000
C -2.032 -3.212 -1.076  -0.378
O -1.553 -2.461 -0.197  -0.174
C -2.102 -2.887 -2.479  -0.120
C -1.426 -1.780 -3.087  -0.108
N -0.606 -0.918 -2.581  0.035
C 0.110 -0.158 -3.525  -0.217
C 0.652 -0.742 -4.648  -0.027
C 1.328 0.015 -5.628  -0.085
C 1.471 1.364 -5.485  -0.060
C 0.976 1.997 -4.319  -0.176
C 1.118 3.386 -4.096  -0.042
C 0.688 3.926 -2.924  -0.039
C 0.104 3.074 -1.957  -0.089
N -0.085 1.795 -2.145  0.158
C 0.332 1.241 -3.313  -0.158
C -2.806 -3.730 -3.369  -0.096
H -3.663 -6.240 -1.282  0.092
H -2.483 -4.778 0.335  0.110
H -1.622 -1.694 -4.163  0.123
H 0.585 -1.817 -4.754  0.114
H 1.738 -0.488 -6.495  0.095
H 1.976 1.960 -6.236  0.101
H 1.585 3.997 -4.861  0.108
H 0.788 4.983 -2.711  0.097
H -0.213 3.480 -1.001  0.097
H -2.877 -3.448 -4.415  0.102
C 4.484 6.461 1.237  -0.059
C 4.266 5.325 2.246  -0.565
C 3.412 5.866 3.394  -0.077
C 5.626 4.903 2.823  -0.060
C 3.603 4.131 1.560  -0.200
C 2.377 3.615 1.936  -0.091
C 1.828 2.505 1.295  -0.406
Se 0.246 1.732 2.021  1.090
C -1.148 2.625 1.059  -0.422
C -1.297 4.000 1.196  -0.091
C -2.298 4.684 0.530  -0.197
C -3.181 3.908 -0.237  0.003
C -3.085 2.535 -0.384  -0.081
C -2.001 1.842 0.251  -0.398
O -1.859 0.558 0.082  -0.218
C -4.093 1.750 -1.233  -0.526
C -3.389 1.167 -2.466  -0.040
C -4.703 0.605 -0.410  -0.039
C -5.248 2.627 -1.725  -0.085
C -2.484 6.199 0.614  -0.561
C -3.908 6.533 1.082  -0.060
C -1.500 6.835 1.598  -0.074
C -2.254 6.822 -0.769  -0.053
C 2.496 1.806 0.259  -0.392
O 2.029 0.760 -0.321  -0.252
C 3.777 2.346 -0.133  -0.076
C 4.270 3.457 0.524  0.000
C 4.606 1.615 -1.196  -0.525
C 4.996 0.231 -0.653  -0.044
C 5.892 2.369 -1.549  -0.085
C 3.812 1.441 -2.498  -0.038
H 5.023 7.297 1.698  0.075
H 3.523 6.829 0.868  0.083
H 5.060 6.115 0.376  0.073
H 3.910 6.726 3.850  0.076
H 3.263 5.108 4.167  0.086
H 2.430 6.191 3.043  0.078
H 6.066 5.716 3.412  0.073
H 6.331 4.640 2.030  0.073
H 5.509 4.029 3.467  0.089
H 1.807 4.058 2.742  0.081
H -0.588 4.520 1.829  0.087
H -3.985 4.423 -0.748  0.087
H -2.566 0.528 -2.160  0.051
H -2.990 1.968 -3.095  0.086
H -4.097 0.575 -3.059  0.085
H -3.938 -0.107 -0.101  0.079
H -5.453 0.082 -1.011  0.078
H -5.191 0.997 0.487  0.087
H -4.908 3.416 -2.402  0.076
H -5.786 3.091 -0.893  0.081
H -5.955 2.001 -2.276  0.076
H -4.132 6.013 2.015  0.088
H -4.654 6.232 0.344  0.072
H -4.014 7.611 1.248  0.074
H -1.632 6.432 2.606  0.087
H -1.666 7.916 1.637  0.077
H -0.464 6.663 1.297  0.080
H -2.905 6.365 -1.517  0.077
H -1.220 6.666 -1.086  0.080
H -2.452 7.900 -0.751  0.076
H 5.239 3.838 0.222  0.086
H 5.546 0.334 0.287  0.088
H 5.634 -0.293 -1.374  0.082
H 4.107 -0.377 -0.475  0.030
H 6.592 2.405 -0.709  0.077
H 5.686 3.393 -1.874  0.079
H 6.389 1.848 -2.372  0.075
H 2.909 0.861 -2.323  0.067
H 4.425 0.919 -3.241  0.085
H 3.532 2.416 -2.906  0.082
Se -0.107 -1.664 2.550  -0.034
Se 0.668 -3.808 2.221  -0.257
Te 2.813 -3.326 0.979  0.216
Se 1.878 -2.371 -1.115  -0.068